This record from OMol25 describes a gas-phase ion, C7H12ClN2 (charge +1). The level of theory is ωB97M-V/def2-TZVPD.

As for the HOMO energy: -13.13 eV. As for the total charge: +1. For the frontier orbital gap, the calculation gives 9.4 eV.

Structure (XYZ):
```
22
Properties=species:S:1:pos:R:3:forces:R:3
C 0.4496 -1.4546 -1.1020 1.30 -1.76 -1.06
C -2.7065 0.3094 0.1328 -3.62 -1.63 -0.55
C 0.6427 -0.6007 -0.1367 -2.34 1.97 3.44
C 3.0956 0.3513 -0.4274 -0.35 -1.08 0.61
C 2.6545 0.7197 0.9701 0.65 1.24 0.59
C 1.6152 0.5847 -0.0817 -0.24 -2.43 -1.11
C -0.6533 -0.3567 1.2017 2.52 -3.45 -1.48
N -3.5961 1.2181 -0.3700 5.61 2.78 3.17
N -1.5797 0.5493 0.7321 -3.28 1.28 -1.62
Cl 0.7399 1.8860 -0.9013 0.51 0.83 0.41
H -0.2556 -2.3097 -1.1155 0.24 0.95 0.13
H 1.2545 -1.5001 -1.8856 -0.99 0.12 0.59
H -3.2195 -0.7117 0.1405 1.65 1.01 -0.14
H 3.6576 0.9851 -1.1233 -0.45 -0.23 0.45
H 3.3546 -0.7367 -0.3173 -0.03 1.25 -1.16
H 2.8520 -0.1194 1.6012 -0.64 -0.48 0.54
H 2.8943 1.6268 1.5368 -0.27 0.07 -0.86
H -1.3054 -1.3043 1.4460 2.14 1.45 -0.16
H -0.0740 0.1213 1.9972 -0.36 -0.66 0.17
H -4.2891 1.0211 -1.0020 -1.89 -0.87 -1.54
H -3.2291 2.2303 -0.3082 -1.32 -2.04 -0.58
H -1.4125 1.5140 0.7567 1.17 1.64 0.14
```
Forces are in eV/Å.


This record from OMol25 describes C8H13N3O2S2 in the gas phase. The level of theory is ωB97M-V/def2-TZVPD.

As for the HOMO energy: -8.62 eV. For the frontier orbital gap, the calculation gives 6.8 eV.

Structure (XYZ):
```
28
Properties=species:S:1:pos:R:3:forces:R:3
C 0.0368 -0.0330 0.6784 -0.04 0.00 -0.33
C -1.2341 1.2954 -0.5436 -0.40 0.73 0.08
C -1.6959 0.9578 -3.8618 -0.23 -0.16 0.16
C -0.4409 1.6403 -4.1457 0.44 0.15 0.01
C -0.1180 -0.4528 3.1203 0.03 -0.06 -0.24
C 2.1037 -0.0515 2.0084 -0.13 -0.07 0.01
C 0.8514 -2.1706 1.5603 -0.03 0.16 -0.02
C 0.7080 -0.6734 1.8517 0.25 -0.11 0.14
N 0.2016 -0.3978 -0.5476 0.68 -1.13 0.33
N -0.5550 0.4160 -1.3235 -0.38 0.09 0.02
N -0.8352 1.0344 0.7370 0.18 -0.24 -0.74
O -2.4984 -0.9999 -2.1645 0.05 0.47 -0.35
O -0.3320 -1.2301 -3.3025 -0.01 0.40 -0.40
S -2.2793 2.4706 -1.0538 -0.23 -0.09 -0.59
S -1.3472 -0.3895 -2.7485 -0.17 -0.45 1.62
H -0.5382 2.6673 -3.7756 -0.08 0.05 0.02
H 0.4601 1.1792 -3.7337 0.08 0.20 -0.03
H -0.3656 1.7515 -5.2335 -0.05 0.02 0.03
H -0.1593 0.5999 3.3911 -0.01 0.15 0.11
H -1.1319 -0.8250 2.9906 -0.13 -0.03 0.03
H 0.3346 -0.9932 3.9465 0.07 -0.02 0.11
H 2.6824 -0.2043 1.1005 0.07 0.01 -0.05
H 2.0386 1.0166 2.2066 0.03 0.12 0.02
H 2.6240 -0.5275 2.8379 0.04 0.00 0.07
H 1.4154 -2.6507 2.3565 0.05 -0.03 0.09
H -0.1246 -2.6440 1.4874 -0.09 -0.07 -0.02
H 1.3692 -2.3156 0.6166 0.05 -0.08 -0.05
H -1.1702 1.5299 1.5446 -0.04 0.02 -0.03
```
Forces are in eV/Å.


This record from OMol25 describes C5H7NO in the gas phase. The level of theory is ωB97M-V/def2-TZVPD.

As for the HOMO energy: -9.26 eV. For the frontier orbital gap, the calculation gives 10.2 eV.

Structure (XYZ):
```
14
Properties=species:S:1:pos:R:3:forces:R:3
C 1.3200 0.3330 -0.7471 0.14 0.07 0.00
C 0.5879 -0.7596 -0.0094 -0.01 -0.09 0.14
C -0.0448 -0.4692 1.3348 0.21 -0.12 0.03
O -1.2509 0.3055 1.2844 -0.04 0.06 -0.09
C -1.6467 0.8672 0.1253 -0.04 0.11 -0.24
N -1.1618 0.7643 -1.0388 -0.07 -0.04 0.38
C -0.0386 -0.1062 -1.2080 0.02 -0.11 -0.16
H 1.3872 1.3097 -0.2683 -0.06 -0.21 -0.08
H 2.1823 0.0532 -1.3478 -0.18 0.07 0.12
H 0.9574 -1.7767 -0.1207 -0.07 0.21 0.01
H 0.6374 0.0758 1.9989 -0.07 -0.08 -0.11
H -0.3162 -1.4067 1.8277 0.03 0.11 -0.09
H -2.5270 1.4838 0.3015 0.11 -0.08 -0.04
H -0.0863 -0.6742 -2.1325 0.02 0.09 0.14
```
Forces are in eV/Å.


This record from OMol25 describes a molecular structure, C25H20MnNO7S2. The level of theory is ωB97M-V/def2-TZVPD.

As for the HOMO energy (alpha / beta): -7.75 / -7.78 eV. The expectation value of S² is 6.2531. The spin multiplicity is 5. For the frontier orbital gap (alpha / beta), the calculation gives 6.2 / 6.6 eV.

Structure (XYZ):
```
56
Properties=species:S:1:pos:R:3:forces:R:3
Mn 1.3299 1.1560 -1.7636 0.31 -0.48 -0.07
O -3.1764 2.8764 -0.8706 0.02 0.22 -0.05
S -1.3312 0.8334 -0.4691 0.08 -0.20 -0.18
O -2.2247 0.9448 1.8601 0.02 -0.12 0.37
O -0.6329 3.0602 -1.0289 0.02 0.08 0.16
C -1.5277 -0.8584 -1.0085 -0.14 0.19 0.20
C -2.0811 -1.5898 0.0446 -0.06 -0.01 0.04
C -2.2790 -2.9546 -0.0874 0.04 0.08 -0.05
C -1.8947 -3.5906 -1.2560 0.02 0.05 -0.04
C -1.3415 -2.8556 -2.2948 -0.06 -0.22 0.01
C -1.1625 -1.4843 -2.1933 0.08 -0.03 -0.27
S -0.5350 -0.6607 -3.6579 0.19 -0.12 -0.10
O -1.4595 0.3936 -3.9468 -0.01 -0.01 0.00
O -0.3284 -1.6924 -4.6333 -0.09 0.05 0.02
O 0.8174 -0.1524 -3.2041 0.11 0.39 0.44
H -2.3499 -1.0604 0.9534 0.00 0.03 0.05
H -2.7186 -3.5094 0.7299 -0.01 -0.01 0.01
H -2.0325 -4.6570 -1.3750 -0.01 -0.02 0.01
H -1.0602 -3.3337 -3.2222 0.01 0.01 -0.03
C -3.4421 2.2654 0.4096 -0.08 0.03 0.19
C -2.4266 2.2570 1.5657 -0.21 0.25 0.00
C -1.0449 2.9294 1.3545 0.22 -0.01 -0.16
C -0.2208 3.1302 0.3215 -0.24 0.02 -0.01
N -0.4796 1.7977 -1.6455 -0.05 0.14 0.04
C -3.0337 1.5114 -0.7521 -0.04 -0.28 -0.13
C 1.2447 3.2827 0.4175 0.22 0.02 -0.02
C 1.8449 4.1052 1.3695 -0.05 -0.05 -0.08
C 3.2248 4.1678 1.4663 0.07 -0.03 -0.03
C 4.0229 3.3977 0.6302 -0.02 0.02 0.02
C 3.4290 2.5607 -0.3065 0.03 0.04 0.03
C 2.0439 2.5190 -0.4395 -0.15 -0.10 -0.16
H -4.4889 2.2690 0.6907 0.00 -0.02 0.02
H -2.8810 2.8212 2.4000 -0.06 -0.04 -0.09
H -0.5557 3.0332 2.3188 0.02 -0.05 0.02
H -3.6025 0.8580 -1.4022 -0.05 -0.01 -0.01
H 1.2266 4.7036 2.0265 -0.03 0.00 0.00
H 3.6779 4.8216 2.1999 0.03 0.00 0.00
H 5.1012 3.4441 0.7070 0.01 0.01 0.01
H 4.0734 1.9417 -0.9264 -0.05 0.00 0.00
C 2.3023 -2.6708 -1.5112 0.06 0.01 0.06
C 1.9533 -1.6249 -0.5021 -0.08 0.17 0.02
O 2.2417 -0.4394 -0.7194 -0.09 -0.01 -0.23
C 1.2578 -1.9660 0.7503 0.02 0.07 -0.01
C 0.7919 -0.9215 1.5562 -0.02 -0.04 0.03
C 0.0537 -1.1960 2.6917 0.01 0.01 0.05
C -0.1789 -2.5170 3.0542 -0.01 0.02 0.02
C 0.3053 -3.5612 2.2775 0.01 -0.03 -0.03
C 1.0079 -3.2898 1.1160 -0.01 0.05 0.01
H 2.5062 -2.1955 -2.4670 0.00 -0.01 0.01
H 1.5027 -3.4010 -1.6182 -0.02 0.01 -0.01
H 3.1945 -3.1995 -1.1642 0.02 -0.01 -0.03
H 0.9811 0.1074 1.2759 0.02 -0.02 -0.01
H -0.3670 -0.3814 3.2649 -0.02 0.01 -0.03
H -0.7542 -2.7336 3.9453 0.00 0.00 0.00
H 0.1183 -4.5860 2.5691 0.00 -0.01 -0.01
H 1.3583 -4.1052 0.4989 0.02 -0.03 -0.02
```
Forces are in eV/Å.


What did we get for relative energy (zero: lowest compared OMol25 entry of this formula, charge and spin)? Answer: 242.26; 345.74; 153.28; 921.25 kJ/mol, in the order shown.